Entry from the Open Molecules 2025 dataset: a 4-piece molecular cluster, C8H24O4S4 overall in a non-equilibrium geometry (ωB97M-V/def2-TZVPD).

Each line ends with the natural charge from an NBO analysis.
Positions of all 40 atoms, in Å:
C: -0.180 -2.029 1.475  -0.8622
S: 1.232 -0.958 1.624  1.2567
O: 2.295 -1.764 2.259  -0.9935
C: 1.616 -0.871 -0.124  -0.8549
H: -0.586 -2.150 2.481  0.2202
H: 0.134 -3.025 1.156  0.2389
H: -0.922 -1.653 0.769  0.2555
H: 1.571 -1.884 -0.523  0.2255
H: 2.601 -0.417 -0.219  0.2573
H: 0.885 -0.249 -0.646  0.2526
C: -0.844 3.014 -2.266  -0.8345
S: -1.626 1.832 -1.156  1.2597
O: -1.149 0.497 -1.603  -0.9897
C: -0.688 2.226 0.318  -0.8447
H: 0.236 2.968 -2.107  0.2172
H: -1.184 4.032 -2.076  0.2274
H: -1.062 2.670 -3.274  0.2480
H: -1.096 3.099 0.830  0.2324
H: 0.360 2.428 0.088  0.2230
H: -0.734 1.343 0.952  0.2465
C: -4.347 -5.430 1.498  -0.8360
S: -2.983 -4.272 1.470  1.2641
O: -3.069 -3.544 0.191  -0.9852
C: -3.623 -3.183 2.749  -0.8347
H: -4.339 -5.984 2.438  0.2277
H: -4.192 -6.108 0.662  0.2436
H: -5.305 -4.918 1.407  0.2273
H: -3.049 -2.261 2.702  0.2419
H: -3.439 -3.658 3.714  0.2286
H: -4.681 -2.990 2.583  0.2267
C: 4.514 2.701 -2.725  -0.8417
S: 3.237 2.513 -1.486  1.2675
O: 3.848 1.851 -0.330  -0.9837
C: 3.114 4.254 -1.065  -0.8387
H: 4.568 1.796 -3.325  0.2410
H: 5.454 2.896 -2.207  0.2410
H: 4.299 3.536 -3.393  0.2285
H: 4.095 4.637 -0.794  0.2368
H: 2.465 4.284 -0.187  0.2371
H: 2.576 4.770 -1.860  0.2268

Computed properties:
energy above the lowest of the compared OMol25 structures with the same formula, charge and spin: 4.4 kcal per mole
DFT total energy: -60212.682 eV
HOMO: -8.28 eV
gap between HOMO and LUMO: 8.71 eV